Molecular formula: C33H34Br2FN5OSSeSiZr
Method: DFT, wB97M-V/def2-TZVPD

Atoms and positions in Å:
H  5.54  -2.01  -1.47
C  -0.31  2.53  3.37
C  4.44  3.35  0.31
H  -3.92  -0.28  2.40
Br  0.86  -5.32  0.34
S  1.48  -0.90  3.19
C  1.96  2.32  0.37
C  4.26  1.97  0.23
C  -3.47  -3.61  0.58
C  0.85  0.53  -3.08
H  2.59  -2.88  1.34
H  5.49  -0.25  -1.60
C  -4.94  -1.87  1.35
H  0.99  0.92  -2.08
C  -3.19  -4.87  0.01
H  3.52  5.29  0.47
C  -0.85  -4.54  0.42
C  -1.63  2.23  3.72
N  2.67  0.04  0.23
H  -4.94  2.41  -1.51
C  3.37  4.22  0.42
H  -3.53  2.52  1.20
O  0.00  -2.45  1.23
H  5.45  3.74  0.28
N  0.62  1.63  3.16
Zr  0.68  -0.80  0.36
C  0.65  -0.83  -3.31
H  -5.61  -3.62  0.33
H  4.14  -1.22  -2.22
H  -2.94  0.53  3.92
H  5.77  -1.79  1.81
N  -1.00  -0.01  3.49
C  0.32  0.32  3.27
N  -2.59  -1.68  1.75
C  -1.95  0.91  3.73
H  1.01  2.47  -4.00
C  2.98  1.39  0.28
C  5.19  -0.87  1.66
C  -1.92  -5.34  -0.04
H  -2.14  2.34  -2.88
H  0.01  3.57  3.25
H  5.13  1.33  0.12
C  -2.25  2.96  -1.99
Br  -4.59  -5.96  -0.66
H  -1.25  -0.98  3.36
C  4.88  -1.14  -1.42
H  5.90  -0.06  1.52
C  -1.23  0.17  -0.16
H  0.32  -2.28  -4.86
C  -1.98  1.07  -0.47
Se  0.63  -2.14  -1.93
C  -3.81  -1.22  1.87
C  -4.25  1.59  -1.31
H  0.36  -0.58  -6.67
C  2.08  3.68  0.44
C  0.86  1.40  -4.16
C  0.47  -1.23  -4.63
C  -4.77  -3.07  0.72
H  -2.88  3.82  -2.24
H  -3.78  3.89  0.10
C  -2.39  -2.84  1.08
C  -1.02  -3.26  0.89
H  4.63  -0.67  2.58
H  4.11  -3.50  0.72
H  -5.93  -1.44  1.47
H  -1.71  -6.32  -0.43
H  -2.15  3.50  0.69
N  0.68  1.02  -5.43
H  -4.68  0.95  -0.54
F  0.71  1.77  0.37
H  -2.36  2.99  3.93
Si  4.00  -1.12  0.23
H  -4.13  1.00  -2.22
C  -3.10  3.07  0.36
C  0.50  -0.28  -5.64
H  -1.26  3.32  -1.69
C  -2.90  2.15  -0.85
H  1.20  4.30  0.49
C  3.28  -2.81  0.49
H  2.80  -3.20  -0.40

Properties
HOMO-LUMO gap ... 6.7926 eV
ΔE to the lowest compared entry with this formula, charge and spin ... 113.0 kJ/mol
HOMO energy ... -7.610 eV
DFT total energy ... -272415.944 eV
F_max ... 1.2 eV/Å